(1)
50
Properties=species:S:1:pos:R:3 method="wB97M-V/def2-TZVPD" lumo_ev=0.273 fmax_ev_per_a=1.323 smiles="CCn1c(SCC(=O)Nc2ccc(NC(=O)c3ccco3)cc2)nnc1-c1cccs1" e_above_lowest_kcal_mol=0.0 e_homo_ev=-7.732 homo_lumo_gap_ev=8.0
C 0.8992 2.1325 -3.6437
C 1.2629 0.9328 -2.7747
N 1.6624 1.3431 -1.4563
C 2.9446 1.5614 -1.0310
S 4.3552 1.0834 -1.9460
C 5.2630 0.2651 -0.5853
C 4.3103 -0.5154 0.3184
O 4.4126 -0.4890 1.5167
N 3.3648 -1.2156 -0.3776
C 2.0480 -1.4760 0.0248
C 1.1636 -1.9665 -0.9331
C -0.1782 -2.0912 -0.6421
C -0.6647 -1.7220 0.6108
N -2.0431 -1.7884 0.8161
C -2.7712 -1.3453 1.8820
O -2.3167 -0.9078 2.9189
C -4.2226 -1.4402 1.6495
C -5.2596 -1.1038 2.4807
C -6.4447 -1.3624 1.7593
C -6.0483 -1.8341 0.5445
O -4.7109 -1.8854 0.4631
C 0.2287 -1.2792 1.5827
C 1.5735 -1.1620 1.2942
N 2.9618 2.0204 0.1893
N 1.7024 2.1089 0.6026
C 0.9081 1.7063 -0.3674
C -0.5079 1.6141 -0.1928
C -1.1562 1.8867 0.9837
C -2.5449 1.6786 0.9118
C -2.9485 1.2473 -0.3115
S -1.6353 1.0886 -1.4072
H 0.6119 1.7930 -4.6343
H 0.0677 2.6812 -3.2082
H 1.7522 2.8012 -3.7354
H 0.4149 0.2491 -2.6864
H 2.1097 0.4006 -3.2194
H 5.7688 1.0220 0.0125
H 5.9967 -0.3855 -1.0622
H 3.5082 -1.2799 -1.3789
H 1.5275 -2.2314 -1.9164
H -0.8596 -2.4539 -1.3992
H -2.5762 -2.1278 0.0259
H -5.1659 -0.7248 3.4769
H -7.4505 -1.2183 2.0959
H -6.6031 -2.1561 -0.3151
H -0.1391 -1.0046 2.5563
H 2.2543 -0.7925 2.0426
H -0.6268 2.2149 1.8576
H -3.2133 1.8339 1.7387
H -3.9382 1.0113 -0.6497

---

(2)
157
Properties=species:S:1:pos:R:3 method="wB97M-V/def2-TZVPD" total_charge=+1 lumo_ev=-3.889 fmax_ev_per_a=11.577 e_homo_ev=-10.019 homo_lumo_gap_ev=6.1
C 1.0489 0.2786 3.8864
C -0.1677 -0.8157 3.9745
C -0.2897 -1.7805 2.6125
C -1.6210 -2.6963 2.8356
C -1.7131 -4.0685 1.9509
C -0.3026 -4.6487 1.3761
N 0.2034 -3.9497 0.0940
N -0.6516 -3.0382 -0.3847
C -0.1264 -2.4721 -1.6239
C 1.2432 -2.7301 -2.4021
C 1.5878 -1.9404 -3.7960
C 1.8405 -0.3233 -3.6313
C 3.4659 0.0467 -3.5915
C 3.9978 0.4549 -2.0940
S 4.6736 -0.9994 -1.0942
O 3.6614 -1.4734 0.0175
O 5.0346 -2.2349 -2.0043
O 6.1358 -0.5757 -0.2534
C 2.2177 -3.8350 -1.7174
C 1.4946 -4.4078 -0.3998
N 2.2426 -5.5081 0.3643
C 3.5764 -5.1219 0.5573
O 4.8290 -4.6852 0.2959
H 1.9014 -0.0539 3.1547
H 0.5784 1.3329 3.5943
H 1.4789 0.4138 4.9875
H 0.1368 -1.5768 4.8424
H -1.2092 -0.3729 4.3061
H 0.7274 -2.3547 2.5589
H -0.4185 -1.0232 1.6998
H -1.7582 -2.8596 4.0093
H -2.5561 -2.0251 2.5201
H -2.5799 -3.9691 1.1355
H -2.1277 -4.9040 2.6988
H -0.3497 -5.8268 1.1909
H 0.5104 -4.5132 2.2364
H -0.8549 -1.6766 -2.1409
H 2.6004 -2.4156 -4.2112
H 0.7050 -2.0507 -4.5921
H 1.4300 0.1937 -4.6171
H 1.2542 0.1027 -2.7077
H 4.1152 -0.8351 -4.0620
H 3.6817 0.9868 -4.2907
H 4.9249 1.1850 -2.2578
H 3.1870 1.0660 -1.4671
H 6.4540 -1.3506 0.2980
H 3.2595 -4.1553 -2.1296
C 5.8103 5.0973 -6.0998
S 5.6185 4.3804 -4.4498
O 5.5167 2.8929 -4.6135
C 3.9465 5.0125 -4.1693
H 6.7834 4.7997 -6.4973
H 5.0215 4.7301 -6.7605
H 5.7660 6.1867 -6.0315
H 3.2745 4.6509 -4.9512
H 3.9655 6.1049 -4.1663
H 3.5979 4.6545 -3.1978
C -3.7872 -0.3584 7.6905
S -3.5569 0.2657 6.0081
O -2.1124 0.6420 5.8605
C -4.4951 1.7937 6.2500
H -3.2482 -1.3037 7.7876
H -3.3920 0.3599 8.4126
H -4.8506 -0.5287 7.8739
H -4.0557 2.3770 7.0627
H -5.5346 1.5504 6.4821
H -4.4577 2.3748 5.3256
C 3.2235 3.8222 3.5697
S 1.6805 3.8840 2.6271
O 2.0422 4.0346 1.1792
C 1.1629 5.5093 3.2305
H 3.7458 2.8953 3.3215
H 3.8549 4.6747 3.3088
H 2.9987 3.8347 4.6386
H 1.9236 6.2561 2.9911
H 1.0077 5.4646 4.3110
H 0.2239 5.7789 2.7414
C -4.4434 0.8402 12.9364
S -4.0307 0.4211 11.2255
O -5.1474 -0.4225 10.6859
C -2.6603 -0.6872 11.6344
H -5.3099 1.5056 12.9321
H -4.6859 -0.0668 13.4950
H -3.5974 1.3522 13.4007
H -3.0145 -1.4984 12.2749
H -1.8746 -0.1233 12.1427
H -2.2626 -1.1053 10.7067
C -1.9286 -0.3036 -6.6182
S -1.9408 0.3696 -4.9389
O -1.1359 -0.5564 -4.0760
C -3.6888 0.0298 -4.6186
H -0.9130 -0.2314 -7.0144
H -2.2378 -1.3513 -6.6028
H -2.6045 0.2782 -7.2492
H -3.8878 -1.0388 -4.7289
H -4.3051 0.6005 -5.3173
H -3.9214 0.3382 -3.5966
C 0.9399 -9.0953 0.9067
S 1.3526 -9.5144 -0.8042
O 0.2359 -10.3580 -1.3438
C 2.7230 -10.6228 -0.3953
H 0.0734 -8.4300 0.9024
H 0.6974 -10.0024 1.4653
H 1.7859 -8.5833 1.3710
H 2.3688 -11.4339 0.2452
H 3.5087 -10.0589 0.1130
H 3.1207 -11.0409 -1.3230
C -3.7267 0.3057 0.7497
S -5.2698 0.3675 -0.1928
O -4.9080 0.5181 -1.6407
C -5.7874 1.9928 0.4105
H -3.2045 -0.6212 0.5015
H -3.0954 1.1582 0.4888
H -3.9516 0.3183 1.8187
H -5.0267 2.7396 0.1711
H -5.9426 1.9481 1.4911
H -6.7264 2.2624 -0.0786
C -4.9932 5.5541 -1.6743
S -3.2663 5.4299 -1.1496
O -3.1142 6.2482 0.0983
C -2.5888 6.3972 -2.5203
H -5.6182 5.0451 -0.9369
H -5.2896 6.6036 -1.7378
H -5.1148 5.0702 -2.6462
H -3.0362 7.3938 -2.5310
H -2.7917 5.8845 -3.4636
H -1.5087 6.4863 -2.3826
C 3.7100 -4.5500 5.0436
S 2.0570 -5.1516 4.6211
O 1.1529 -3.9584 4.5278
C 1.7408 -5.9504 6.2135
H 4.0991 -3.9789 4.1974
H 3.6588 -3.9043 5.9234
H 4.3684 -5.3995 5.2391
H 1.8134 -5.2170 7.0201
H 2.4659 -6.7527 6.3693
H 0.7331 -6.3723 6.1969
C -2.8759 6.1461 -7.1307
S -1.1490 6.0219 -6.6059
O -0.9969 6.8402 -5.3581
C -0.4715 6.9892 -7.9767
H -3.5009 5.6371 -6.3932
H -3.1723 7.1957 -7.1942
H -2.9975 5.6622 -8.1025
H -0.9189 7.9859 -7.9874
H -0.6744 6.4765 -8.9199
H 0.6087 7.0783 -7.8390
C 1.3376 0.1404 -9.4236
S 1.6469 1.2052 -7.9940
O 1.6569 2.6235 -8.4819
C 3.3678 0.6989 -7.7581
H 0.3175 0.3154 -9.7733
H 2.0410 0.3776 -10.2251
H 1.4435 -0.9061 -9.1286
H 3.9440 0.9008 -8.6642
H 3.4049 -0.3666 -7.5194
H 3.7876 1.2702 -6.9269

---

(3)
7
Properties=species:S:1:pos:R:3 method="wB97M-V/def2-TZVPD" lumo_ev="-0.779 / -0.559" fmax_ev_per_a=3.662 e_above_lowest_kcal_mol=61.8 e_homo_ev="-9.970 / -9.978" homo_lumo_gap_ev="9.2 / 9.4"
N -0.5371 -0.3311 0.1724
N 1.1807 0.8764 0.2947
O -2.9833 -0.3025 0.5718
P -1.6902 0.6939 0.3305
H 1.7765 -0.0438 0.3889
H 1.2908 1.1858 -0.6805
H -2.9070 -1.2620 0.8031

---

(4)
18
Properties=species:S:1:pos:R:3 method="wB97M-V/def2-TZVPD" lumo_ev=0.656 fmax_ev_per_a=1.380 smiles=N[C@H](CO)CS.O e_above_lowest_kcal_mol=10.1 e_homo_ev=-8.936 homo_lumo_gap_ev=9.6
N 0.7011 1.5574 -1.5695
C 0.6845 0.1589 -1.2286
C 0.3670 -0.6894 -2.4488
O 1.3086 -0.5501 -3.5087
C -0.4099 -0.2068 -0.1717
S -0.8676 1.0869 0.9903
H 0.4079 1.7863 -2.5061
H 1.6154 1.9642 -1.4437
H 1.6007 -0.1926 -0.7522
H -0.5945 -0.3615 -2.8368
H 0.2599 -1.7588 -2.2053
H 2.0441 -0.0155 -3.1924
H -0.0217 -1.0643 0.3642
H -1.3004 -0.5620 -0.6744
H -1.2036 1.9468 0.0342
O -0.8011 -1.9568 6.0108
H -1.0747 -1.9542 5.0908
H -0.7120 -2.8721 6.3020